Record 1
Below is 2 unconnected molecules or ions with the total composition C2H6INO2S, with properties calculated with ωB97M-V/def2-TZVPD.

Structure (XYZ):
```
13
Properties=species:S:1:pos:R:3
C -1.089 0.657 -0.478
C 0.231 0.568 0.208
N 1.302 -1.650 -1.164
O 1.274 -1.533 1.429
O -2.139 0.036 0.143
S 0.752 -1.188 0.144
I 3.824 0.433 -0.271
H -1.230 1.681 -0.692
H -0.941 0.224 -1.477
H 0.051 0.749 1.246
H 1.018 1.171 -0.215
H -2.506 0.474 0.914
H -0.547 -1.621 0.213
```

Calculated values
Multiplicity ... 1
Charge ... 0
Gap between HOMO and LUMO (alpha / beta) ... 5.32 / 5.39 eV
HOMO (alpha / beta) ... -9.475 / -9.525 eV

Here are the Löwdin charges for atoms 1 to 8, given in e: atom 1 (C): -0.363, atom 2 (C): -0.279, atom 3 (N): -0.177, atom 4 (O): -0.417, atom 5 (O): -0.034, atom 6 (S): 0.478, atom 7 (I): 0.216, atom 8 (H): 0.114

***

Record 2
Below is 4 unconnected molecules or ions with the total composition C6H19NO4, with properties calculated with ωB97M-V/def2-TZVPD.

Structure (XYZ):
```
30
Properties=species:S:1:pos:R:3
C 0.689 -0.728 2.287
C 1.319 -0.440 0.895
C 1.071 0.949 0.272
C -0.297 1.188 -0.384
C -0.264 0.993 -1.911
O 0.688 0.456 -2.442
N -0.926 2.475 -0.108
C -2.149 2.406 0.720
H 0.844 -1.782 2.504
H -0.349 -0.386 2.280
H 1.228 -0.121 3.013
H 0.841 -1.055 0.131
H 2.382 -0.585 1.056
H 1.822 0.952 -0.517
H 1.289 1.788 0.936
H -0.992 0.403 -0.035
H -1.145 1.181 -2.524
H -0.272 3.104 0.332
H -2.799 1.719 0.183
H -2.602 3.392 0.777
H -1.951 2.026 1.726
O -2.394 -1.885 -0.863
H -2.829 -2.377 -1.576
H -1.740 -2.522 -0.511
O -0.524 -3.234 0.566
H 0.395 -3.305 0.324
H -0.535 -2.481 1.163
O 3.415 -0.667 -2.612
H 3.092 -1.460 -3.083
H 2.693 -0.006 -2.600
```

Calculated values
Multiplicity ... 1
SMILES ... CCC[C@H](C=O)NC.O.O.O
Charge ... 0
Gap between HOMO and LUMO ... 9.66 eV
HOMO ... -9.050 eV

Here are the Löwdin charges for atoms 1 to 8, given in e: atom 1 (C): -0.099, atom 2 (C): -0.235, atom 3 (C): -0.148, atom 4 (C): -0.321, atom 5 (C): -0.150, atom 6 (O): 0.023, atom 7 (N): -0.096, atom 8 (C): -0.103

***

Record 3
Below is a single C6Cl2F8 molecule, with properties calculated with ωB97M-V/def2-TZVPD.

Structure (XYZ):
```
16
Properties=species:S:1:pos:R:3
F -1.807 1.514 1.126
C -0.542 1.183 0.724
F 0.271 2.233 1.088
C -0.044 0.048 1.536
Cl 0.046 0.211 3.276
C 0.318 -1.167 0.947
Cl 0.674 -2.515 1.979
C 0.361 -1.351 -0.541
F -0.844 -1.920 -0.827
F 1.288 -2.269 -0.945
C 0.564 -0.013 -1.266
F 1.807 0.448 -0.991
F 0.529 -0.196 -2.625
C -0.533 0.986 -0.817
F -0.327 2.212 -1.373
F -1.762 0.594 -1.291
```

Calculated values
Multiplicity ... 1
SMILES ... FC1(F)C(Cl)=C(Cl)C(F)(F)C(F)(F)C1(F)F
Charge ... 0
Gap between HOMO and LUMO ... 10.06 eV
HOMO ... -10.662 eV

Here are the Löwdin charges for atoms 1 to 8, given in e: atom 1 (F): 0.122, atom 2 (C): -0.435, atom 3 (F): 0.100, atom 4 (C): -0.524, atom 5 (Cl): 0.743, atom 6 (C): -0.522, atom 7 (Cl): 0.753, atom 8 (C): -0.455

***

Record 4
Below is 2 unconnected molecules or ions with the total composition C4H10N3O, with properties calculated with ωB97M-V/def2-TZVPD.

Structure (XYZ):
```
18
Properties=species:S:1:pos:R:3
C -0.192 1.280 -0.292
C -1.721 1.002 -0.190
C -0.571 -0.944 -0.546
C 1.869 -0.348 -0.537
N 0.577 -1.768 2.272
N 0.408 -0.086 -0.382
N -1.763 -0.394 -0.567
O -0.036 -0.736 2.568
H -0.021 1.714 -1.248
H 0.197 1.973 0.449
H -2.053 1.115 0.851
H -2.430 1.596 -0.745
H -0.303 -1.917 -0.783
H 2.022 -1.354 -0.973
H 2.119 0.261 -1.334
H 2.379 -0.234 0.426
H 0.777 -2.325 3.157
H -2.622 -0.837 -0.232
```

Calculated values
Multiplicity ... 1
Charge ... +1
Gap between HOMO and LUMO ... 9.29 eV
HOMO ... -13.618 eV

Here are the Löwdin charges for atoms 1 to 8, given in e: atom 1 (C): -0.051, atom 2 (C): -0.102, atom 3 (C): -0.086, atom 4 (C): 0.031, atom 5 (N): 0.056, atom 6 (N): -0.090, atom 7 (N): 0.079, atom 8 (O): -0.062

***

Quick rundown of energy above the lowest of the compared OMol25 structures with the same formula, charge and spin, same order as above: 108.4; 45.4; 5.1; 68.2 kcal per mole